54
Properties=species:S:1:pos:R:3:nbo_charge:R:1 method="wB97M-V/def2-TZVPD" homo_energy_ev=-7.07 e_tot_ev=-73693.1460 gap_ha=0.239
Cd -1.100 -1.005 -0.747 1.77
C 3.500 -1.385 0.729 -0.65
C 2.253 -0.773 1.373 0.12
C 2.671 -0.056 2.664 -0.39
C 3.345 1.311 2.460 -0.40
C 2.373 2.172 1.656 -0.40
C 1.894 1.510 0.356 0.12
N 1.458 0.139 0.544 -0.24
O 0.998 -0.469 -0.622 -0.88
C 3.029 1.618 -0.704 -0.64
C 0.761 2.396 -0.163 -0.61
C 1.345 -1.952 1.782 -0.60
H 3.872 -2.257 1.270 0.21
H 4.317 -0.684 0.576 0.21
H 3.186 -1.778 -0.245 0.23
H 3.324 -0.688 3.275 0.21
H 1.792 0.035 3.317 0.19
H 4.271 1.108 1.915 0.20
H 3.616 1.764 3.412 0.21
H 2.825 3.140 1.437 0.21
H 1.546 2.337 2.356 0.19
H 3.373 2.640 -0.882 0.20
H 2.671 1.287 -1.680 0.23
H 3.877 1.017 -0.380 0.20
H -0.096 2.374 0.519 0.18
H 0.442 2.060 -1.152 0.24
H 1.091 3.428 -0.277 0.21
H 1.878 -2.563 2.511 0.21
H 1.178 -2.544 0.880 0.21
H 0.358 -1.672 2.148 0.19
C -3.118 2.412 -1.879 0.79
F -2.082 2.886 -1.241 -0.30
F -4.080 2.168 -1.034 -0.29
F -3.544 3.251 -2.777 -0.29
S -2.535 0.821 -2.797 2.11
O -3.187 0.782 -4.082 -0.87
O -1.090 0.881 -2.852 -0.94
N -2.831 -0.451 -1.650 -1.33
S -4.326 -0.934 -2.006 2.21
O -5.276 0.097 -2.338 -0.91
O -4.382 -2.131 -2.801 -0.91
C -4.896 -1.412 -0.258 0.73
F -4.252 -2.524 0.143 -0.34
F -4.591 -0.465 0.627 -0.32
F -6.181 -1.677 -0.286 -0.29
O -0.647 -2.183 -2.497 -0.99
H -0.384 -3.087 -2.708 0.50
H -0.845 -1.772 -3.353 0.52
O -1.472 -2.858 0.238 -0.99
H -1.244 -3.740 -0.084 0.51
H -1.747 -2.992 1.154 0.51
O -1.248 0.004 1.039 -1.04
H -0.421 0.523 1.211 0.53
H -1.667 -0.104 1.902 0.50